C24H12AlF5N6SSbSe4 | wB97M-V/def2-TZVPD

Geometry as XYZ:
```
54
Properties=species:S:1:pos:R:3:lowdin_charge:R:1
Al 0.23 0.59 -1.33 -0.130
C 3.89 -2.08 -1.08 -0.056
C 3.14 -0.95 -1.43 -0.072
N 2.12 -0.57 -0.68 0.079
C 1.85 -1.27 0.43 -0.168
C 2.57 -2.40 0.74 -0.031
N 3.59 -2.82 -0.02 0.131
C 0.76 -0.67 1.26 -0.126
C 0.47 -0.94 2.58 0.090
C -0.45 -0.13 3.25 -0.092
C -0.98 0.97 2.58 0.088
C -0.65 1.18 1.27 -0.162
N 0.16 0.33 0.63 0.076
C -0.95 2.39 0.44 -0.196
C -1.88 3.32 0.76 -0.057
N -2.07 4.42 -0.04 -0.515
C -1.21 4.58 -1.07 -0.138
C -0.31 3.59 -1.39 -0.117
N -0.20 2.47 -0.69 0.041
C -0.79 -0.38 4.68 -0.179
C -0.94 0.67 5.57 -0.013
C -1.26 0.39 6.89 -0.111
N -1.44 -0.85 7.35 0.084
C -1.29 -1.86 6.48 -0.110
C -0.96 -1.68 5.15 -0.010
H 4.73 -2.40 -1.69 0.128
H 3.36 -0.36 -2.31 0.105
H 2.32 -3.00 1.61 0.129
H 0.97 -1.75 3.10 0.134
H -1.65 1.65 3.10 0.135
H -2.53 3.24 1.61 0.121
H -1.31 5.49 -1.64 0.121
H 0.32 3.70 -2.26 0.109
H -0.77 1.70 5.26 0.119
H -1.38 1.20 7.61 0.117
H -1.43 -2.87 6.88 0.117
H -0.88 -2.53 4.48 0.120
F 0.78 -4.46 -5.93 0.166
C 0.86 -3.29 -5.33 -0.140
C 0.63 -3.19 -3.98 -0.144
F 0.34 -4.26 -3.26 0.150
C 0.70 -1.95 -3.39 -0.222
F 0.47 -1.93 -2.05 0.026
C 1.00 -0.79 -4.06 -0.454
S 1.10 0.85 -3.39 0.783
C 1.25 -0.95 -5.42 -0.240
F 1.58 0.11 -6.15 0.109
C 1.19 -2.17 -6.04 -0.138
F 1.44 -2.26 -7.34 0.157
Se -5.60 1.37 -3.02 0.030
Sb -3.28 1.66 -3.14 0.076
Se -3.43 5.59 0.28 0.719
Se -2.00 3.29 -4.25 0.063
Se -2.16 0.02 -1.63 0.293
```

The HOMO energy (spin up / spin down) is -0.4026 / -0.4021 Eh. The net charge is +1. The maximum force is 0.73 eV/A. The calculation puts the HOMO-LUMO gap (spin up / spin down) at 5.84 / 5.82 eV. The calculation puts the energy above the lowest of the compared OMol25 structures with the same formula, charge and spin at 1.131 eV.

=====

C24H12Co2F3NO8S | wB97M-V/def2-TZVPD

Geometry as XYZ:
```
51
Properties=species:S:1:pos:R:3:lowdin_charge:R:1
F -0.88 -4.29 2.79 0.093
C -1.00 -2.97 2.57 -0.632
F -2.30 -2.70 2.34 0.100
F -0.61 -2.30 3.68 0.103
S 0.14 -2.53 1.13 0.685
C 0.35 -0.79 0.98 -0.210
C 1.24 -0.20 1.94 -0.259
C 0.87 0.97 2.65 -0.041
C 1.73 1.60 3.54 -0.058
C 2.99 1.06 3.82 -0.283
C 3.84 1.66 4.80 -0.226
N 4.56 2.15 5.59 0.082
C 3.39 -0.10 3.14 -0.047
C 2.54 -0.71 2.23 -0.040
O 1.38 -3.17 1.53 -0.335
O -0.56 -2.99 -0.05 -0.341
H -0.58 -0.30 0.69 0.058
H -0.14 1.36 2.48 0.088
H 1.41 2.51 4.06 0.107
H 4.37 -0.53 3.34 0.109
H 2.89 -1.61 1.73 0.084
O -5.08 2.39 -0.61 0.052
C -4.28 1.75 -1.19 -0.293
Co -2.46 1.86 -1.77 0.067
C -2.39 3.60 -2.21 -0.120
O -2.26 4.73 -2.38 0.081
C -1.72 2.22 -0.25 -0.126
O -1.18 2.48 0.74 0.111
C -2.46 0.50 -2.97 -0.293
C -1.21 0.68 -2.35 -0.231
C 0.11 0.68 -2.71 -0.120
C 1.35 0.26 -2.12 -0.251
C 2.50 1.04 -2.34 -0.074
C 3.75 0.60 -1.93 -0.135
C 3.88 -0.64 -1.27 -0.129
C 2.74 -1.42 -1.06 -0.107
C 1.48 -0.98 -1.47 -0.065
Co -4.08 0.06 -2.06 -0.003
C -5.84 -0.13 -1.93 -0.160
O -6.98 -0.29 -1.87 0.117
C -3.35 -0.73 -0.64 -0.058
O -2.81 -1.26 0.23 0.124
C -4.18 -1.26 -3.21 -0.174
O -4.23 -2.10 -4.00 0.134
H -2.52 0.48 -4.08 0.070
H 0.27 1.17 -3.69 0.104
H 2.39 2.00 -2.86 0.098
H 4.64 1.20 -2.13 0.081
H 4.86 -1.01 -0.95 0.084
H 2.83 -2.39 -0.56 0.093
H 0.59 -1.61 -1.38 0.085
```

The HOMO energy is -0.0140 Eh. The net charge is -2. The maximum force is 4.26 eV/A. The calculation puts the HOMO-LUMO gap at 4.87 eV. The calculation puts the energy above the lowest of the compared OMol25 structures with the same formula, charge and spin at 1.344 eV.